Density functional theory data (ωB97M-V/def2-TZVPD) for a structure of composition C11H8BrNO4Yb in a non-equilibrium geometry.

```
26
Properties=species:S:1:pos:R:3:nbo_charge:R:1
Yb 0.077 0.294 -1.169 1.3488
O 0.073 3.476 -0.915 -0.1419
C 0.072 2.325 -0.999 0.3991
C 0.092 -1.737 -1.044 0.4116
O 0.082 -2.886 -0.906 -0.1829
C 2.106 0.303 -1.149 0.3956
O 3.258 0.305 -1.136 -0.1392
C -1.951 0.300 -1.157 0.3983
O -3.104 0.291 -1.135 -0.1462
C 0.077 0.942 -3.355 -0.4816
H -0.858 1.556 -3.504 0.3201
H 1.009 1.560 -3.505 0.3198
C 0.079 -0.344 -3.353 -0.4897
H 1.014 -0.959 -3.504 0.3222
H -0.854 -0.963 -3.503 0.3223
Br -1.881 -2.698 3.880 0.2584
C -0.834 -1.322 3.100 -0.0616
C -0.052 -0.490 3.888 -0.1329
C 0.707 0.500 3.298 -0.1598
C 0.668 0.626 1.894 0.0144
N -0.075 -0.166 1.211 -0.5706
C -0.826 -1.119 1.697 -0.0306
H -0.043 -0.620 4.965 0.2911
H 1.326 1.175 3.896 0.2849
H 1.295 1.439 1.427 0.2197
H -1.459 -1.787 1.077 0.2305
```

The value obtained for the highest occupied orbital energy (spin up / spin down) is -18.733 / -18.733 eV. As for the energy above the lowest of the compared OMol25 structures with the same formula, charge and spin: 162.9 kcal per mole. For the LUMO energy (spin up / spin down), the calculation gives -0.56782 / -0.56703 Ha. Its orbital gap (spin up / spin down) is 0.121 / 0.121 Eh. Its total charge is +3. The value obtained for the calculated total energy is -4510.927615 hartree. Its spin multiplicity is 2. The largest force on an atom comes out at 13.47 eV/Å.